[1]
ORCA calculation (ωB97M-V with the def2-TZVPD basis set) on a structure of composition C5H13FLuN2O2SSi.

```
26
Properties=species:S:1:pos:R:3:lowdin_charge:R:1
C -2.0417 2.0580 -1.1304 0.037
C -1.2493 1.1059 -2.0186 -0.372
N -1.2837 1.2165 -3.2531 0.345
C -0.4183 -0.0415 -1.4519 -0.186
Si 0.6107 0.3578 0.0671 0.715
C 1.2584 -1.3202 0.8207 -0.223
C 0.1364 -2.0241 1.5549 -0.431
N 0.1708 -1.7259 3.0282 0.044
S 2.2694 1.6903 -0.4412 0.487
O 1.8915 2.9534 0.0678 -0.244
O 2.4273 1.5369 -1.8388 -0.246
F 3.5075 1.1796 0.3104 -0.125
H -1.4558 2.4344 -0.3010 0.082
H -2.9191 1.5265 -0.7786 0.115
H -2.4030 2.8905 -1.7131 0.105
H -1.8220 1.9585 -3.7187 0.161
H 0.2621 -0.4033 -2.2134 0.102
H -1.0555 -0.8868 -1.2047 0.092
H -0.1605 0.9835 1.1620 0.026
H 1.5036 -1.9165 -0.0538 0.101
H 2.1055 -1.1655 1.4755 0.101
H -0.8363 -1.7228 1.1619 0.126
H 0.1878 -3.1469 1.4219 -0.143
H -0.3955 -2.3957 3.5671 0.019
H -0.2729 -0.8098 3.1110 0.136
Lu -0.0174 -4.3327 2.3687 2.176
```

Summary:
2S+1: 1
Electronic energy, Ha: -2479.856428
Charge: +3
Orbital gap, eV: 1.9


[2]
ORCA calculation (ωB97M-V with the def2-TZVPD basis set) on a cluster of 2 separate species, C5H13ISi in total.

```
20
Properties=species:S:1:pos:R:3:lowdin_charge:R:1
C -2.0640 -2.3442 -0.1301 -0.294
C 0.2871 1.7822 -1.4316 -0.231
C 2.0917 -0.6732 -0.4508 -0.233
C 1.2204 1.6745 1.6077 -0.232
C -2.0295 -1.0814 0.6634 -0.698
Si 0.8739 0.7090 0.0136 0.735
I -3.4551 0.3850 0.0323 0.647
H -1.8814 -2.1483 -1.1862 0.053
H -3.0271 -2.8658 -0.0548 0.064
H -1.2920 -3.0203 0.2381 0.062
H 0.4367 1.2808 -2.3829 0.022
H -0.7714 2.0088 -1.3420 -0.011
H 0.8238 2.7282 -1.4618 0.022
H 1.5908 -1.4673 -0.9955 0.014
H 2.8857 -0.2868 -1.0882 0.019
H 2.5509 -1.1145 0.4312 0.019
H 1.4726 1.0144 2.4309 0.017
H 2.0474 2.3697 1.4721 0.021
H 0.3486 2.2522 1.8989 0.020
H -2.1093 -1.2030 1.7357 -0.016
```

Summary:
2S+1: 1
Electronic energy, Ha: -785.388342
Charge: 0
Energy above the lowest of the compared OMol25 structures with the same formula, charge and spin, eV: 3.134
Orbital gap (alpha / beta), eV: 6.4 / 8.0


[3]
ORCA calculation (ωB97M-V with the def2-TZVPD basis set) on a structure of composition C5H13MnO3.

```
22
Properties=species:S:1:pos:R:3:lowdin_charge:R:1
C -0.3987 0.9216 0.4229 -0.290
O 0.5562 0.1095 -0.2514 -0.216
C 0.1505 -1.2139 -0.4234 -0.249
C 1.2450 -2.0144 -1.0860 -0.221
O 2.3306 -2.1720 -0.2061 -0.179
C 3.4059 -2.8761 -0.7715 -0.109
H 0.0891 1.9024 0.5663 0.065
H -0.5402 0.5286 1.4511 0.076
H -0.7581 -1.2627 -1.0589 0.105
H -0.1062 -1.6757 0.5500 0.139
H 1.5725 -1.5008 -2.0092 0.136
H 0.8405 -3.0023 -1.3754 0.135
H 3.8067 -2.3511 -1.6563 0.094
H 4.1957 -2.9480 -0.0139 0.096
H 3.1023 -3.8936 -1.0747 0.093
Mn -2.1810 1.3540 -0.5183 1.178
O -3.2554 2.6058 0.5370 -0.238
H -4.0436 3.0225 0.1696 0.127
C -2.6218 3.4650 1.4990 -0.059
H -3.3804 3.8682 2.1763 0.111
H -1.9199 2.8455 2.0662 0.096
H -2.0894 4.2874 1.0067 0.109
```

Summary:
Expectation value of S²: 8.766
2S+1: 6
Electronic energy, Ha: -1574.655468
Charge: +1
Orbital gap (alpha / beta), eV: 7.0 / 6.6


[4]
ORCA calculation (ωB97M-V with the def2-TZVPD basis set) on an isolated molecule of C5H13N.

```
19
Properties=species:S:1:pos:R:3:lowdin_charge:R:1
C -2.4455 -0.2250 -0.4005 -0.133
C -1.1852 -0.6209 0.3390 -0.318
N 0.0117 0.0603 -0.1164 -0.245
C 0.0214 1.5364 0.1645 -0.068
C 1.1751 -0.5827 0.4448 -0.320
C 2.4273 -0.2777 -0.4529 -0.123
H -3.2200 -1.1093 -0.3656 0.101
H -2.2316 -0.1233 -1.5109 0.088
H -2.8841 0.7207 -0.0120 0.063
H -1.3871 -0.3573 1.4340 0.129
H -1.0939 -1.7249 0.2537 0.116
H 0.1807 1.7156 1.2290 0.077
H 0.8028 2.0968 -0.3612 0.068
H -0.9788 1.9230 -0.1829 0.087
H 1.4113 -0.2937 1.5050 0.117
H 1.1282 -1.6635 0.4388 0.097
H 2.1726 -0.7751 -1.5070 0.100
H 3.4248 -0.6940 -0.0144 0.081
H 2.6340 0.8818 -0.6611 0.084
```

Summary:
2S+1: 1
Electronic energy, Ha: -253.009045
Charge: 0
Energy above the lowest of the compared OMol25 structures with the same formula, charge and spin, eV: 1.470
Orbital gap, eV: 9.7


[5]
ORCA calculation (ωB97M-V with the def2-TZVPD basis set) on a structure of composition C5H13N.

```
19
Properties=species:S:1:pos:R:3:lowdin_charge:R:1
C 1.4008 -1.3559 1.2261 -0.075
C 0.0187 -0.9958 0.6118 -0.384
C 0.2465 -0.2809 -0.7776 -0.183
C -0.7219 0.7810 -1.2358 -0.275
C -0.3003 2.2457 -0.9750 -0.099
N -1.4862 -0.5236 1.2618 0.012
H 1.3677 -1.7046 2.2550 0.073
H 2.0688 -0.5039 1.0993 0.066
H 1.8844 -2.1463 0.6443 0.084
H -0.3459 -2.0042 0.4169 0.106
H 0.0120 -1.1155 -1.4559 0.113
H 1.3088 -0.0582 -0.8519 0.098
H -1.6442 0.6035 -0.6748 0.082
H -1.0872 0.6048 -2.2474 0.099
H 0.7701 2.4106 -1.0937 0.064
H -0.5786 2.5062 0.0459 0.065
H -0.8736 2.9135 -1.6165 0.063
H -1.5755 -1.3074 1.9154 0.026
H -0.4644 -0.0693 1.4521 0.066
```

Summary:
2S+1: 1
Electronic energy, Ha: -252.912456
Charge: 0
Energy above the lowest of the compared OMol25 structures with the same formula, charge and spin, eV: 4.099
Orbital gap, eV: 9.9


[6]
ORCA calculation (ωB97M-V with the def2-TZVPD basis set) on a cluster of 2 separate species, C5H13N in total.

```
19
Properties=species:S:1:pos:R:3:lowdin_charge:R:1
H 0.8719 0.6361 -2.7435 0.043
N -0.0810 0.6605 -2.3646 0.064
C -0.4469 -0.5398 -2.0138 -0.323
C -1.8622 -0.8233 -1.6225 -0.099
H 0.2228 -1.4021 -2.1566 0.109
H -2.3571 0.0882 -1.2786 0.079
H -1.8742 -1.5719 -0.8262 0.068
H -2.3951 -1.2243 -2.4880 0.077
C 1.8703 -0.0841 1.0780 -0.129
C 0.3613 0.0718 1.0231 -0.350
C -0.1624 1.0627 2.0447 -0.128
H 2.1978 -0.4045 2.0718 0.070
H 2.2013 -0.8308 0.3491 0.063
H 2.3703 0.8608 0.8413 0.074
H -0.1171 -0.9017 1.1707 0.099
H 0.1009 0.4589 -0.0054 0.072
H -1.2526 1.1339 1.9801 0.067
H 0.0939 0.7502 3.0615 0.070
H 0.2581 2.0596 1.8789 0.074
```

Summary:
2S+1: 1
Electronic energy, Ha: -253.028157
Charge: 0
Energy above the lowest of the compared OMol25 structures with the same formula, charge and spin, eV: 0.950
Orbital gap, eV: 11.3


[7]
ORCA calculation (ωB97M-V with the def2-TZVPD basis set) on a cluster of 2 separate species, C5H13N in total.

```
19
Properties=species:S:1:pos:R:3:lowdin_charge:R:1
C -2.7749 -0.4336 0.4164 -0.027
C -2.0721 -0.1149 -0.6604 -0.254
C -2.0436 1.2648 -1.2506 -0.117
H -2.7026 -1.3832 0.9197 0.043
H -3.4952 0.2783 0.8077 0.052
H -1.5007 -0.8680 -1.1862 0.087
H -2.3796 1.3122 -2.2833 0.067
H -2.6432 1.9475 -0.6459 0.069
H -1.0112 1.6211 -1.2099 0.064
C 2.6200 0.4393 -0.4251 -0.120
C 2.4797 -0.7115 0.5500 -0.365
N 1.1974 -0.6275 1.2427 -0.022
H 2.6347 1.4100 0.0643 0.068
H 3.5856 0.3245 -0.9297 0.069
H 1.8684 0.3610 -1.2085 0.065
H 2.4853 -1.6409 -0.0212 0.100
H 3.3504 -0.7192 1.2172 0.097
H 1.0911 -1.2971 1.9988 0.063
H 1.0490 0.2992 1.6273 0.061
```

Summary:
2S+1: 1
Electronic energy, Ha: -253.017695
Charge: 0
Energy above the lowest of the compared OMol25 structures with the same formula, charge and spin, eV: 1.235
Orbital gap, eV: 10.2


[8]
ORCA calculation (ωB97M-V with the def2-TZVPD basis set) on a cluster of 2 separate species, C5H13N2 in total.

```
20
Properties=species:S:1:pos:R:3:lowdin_charge:R:1
C 1.7532 -0.1844 -0.0043 -0.044
C 0.6516 -0.6818 0.6306 -0.070
C -0.5838 -0.8987 0.0457 -0.365
C 3.0702 -0.0769 0.7381 -0.059
C -1.7542 -0.6472 0.9737 0.005
N -1.6901 1.8131 -1.2342 0.009
N -0.8519 -1.0160 -1.1683 0.243
H 1.7449 0.2234 -0.9998 0.116
H 0.8363 -0.8141 1.7855 0.177
H 3.1100 -0.6753 1.6725 0.099
H 3.2803 0.9306 0.8314 0.059
H 3.9225 -0.4667 0.1389 0.105
H -1.3543 0.2069 1.5424 0.104
H -1.7614 -1.5030 1.7188 0.133
H -2.7155 -0.4556 0.6295 0.065
H -1.0659 2.5790 -1.3233 0.001
H -2.3299 2.0150 -0.4331 0.045
H -1.8181 -0.8199 -1.4233 0.141
H -2.2121 1.6257 -2.1542 0.070
H -0.2317 -1.1540 -1.9666 0.167
```

Summary:
2S+1: 1
Electronic energy, Ha: -307.538098
Charge: +1
Energy above the lowest of the compared OMol25 structures with the same formula, charge and spin, eV: 2.272
Orbital gap, eV: 9.4


[9]
ORCA calculation (ωB97M-V with the def2-TZVPD basis set) on the ion C5H13N2 with charge +1.

```
20
Properties=species:S:1:pos:R:3:lowdin_charge:R:1
C -1.6312 -1.3948 2.0974 -0.011
N -0.6969 -1.3098 1.2546 -0.051
C -1.0394 -1.3142 -0.1785 -0.214
C 0.1171 -0.6103 -0.8707 -0.164
C 0.2792 0.8144 -0.3750 -0.317
C 0.7047 1.7766 -1.4792 -0.035
N 1.4563 0.7329 0.6286 0.205
H -1.3764 -1.4324 3.1507 0.079
H -2.6923 -1.4258 1.8579 0.091
H -2.0006 -0.8090 -0.3228 0.124
H -1.1358 -2.3339 -0.5395 0.128
H -0.0042 -0.6022 -1.9490 0.125
H 0.9775 -1.2562 -0.6877 0.128
H -0.5261 1.2249 0.2223 0.150
H 0.9414 2.7767 -1.1389 0.089
H -0.0955 1.7964 -2.2229 0.103
H 1.5498 1.3326 -2.0112 0.096
H 2.3158 0.4989 0.1283 0.166
H 1.2354 -0.0459 1.2647 0.139
H 1.6213 1.5812 1.1706 0.170
```

Summary:
2S+1: 1
Electronic energy, Ha: -307.562792
Charge: +1
Energy above the lowest of the compared OMol25 structures with the same formula, charge and spin, eV: 1.601
Orbital gap, eV: 10.8


[10]
ORCA calculation (ωB97M-V with the def2-TZVPD basis set) on the ion C5H13N2 with charge +1.

```
20
Properties=species:S:1:pos:R:3:lowdin_charge:R:1
C -2.3249 -1.0229 0.4698 0.084
C -1.3818 -0.1321 -0.0117 -0.349
N -1.3880 0.1542 -1.4586 0.019
C -0.3522 0.6214 0.8400 -0.093
C 1.1356 0.4936 0.3149 -0.315
C 2.0017 -0.4876 1.0880 -0.026
N 1.1331 0.2392 -1.2302 0.127
H -2.4947 -1.0684 1.5216 0.050
H -3.1432 -1.6026 -0.0060 0.083
H -1.6574 1.1030 -1.5803 0.095
H -2.0322 -0.3963 -2.0515 0.128
H -0.7606 1.6745 0.8015 0.133
H -0.4793 0.2856 1.9509 0.160
H 1.6979 1.4520 0.2947 0.148
H 1.6946 -1.4428 1.2029 0.051
H 2.8934 -0.4096 0.4449 0.091
H 2.2484 0.0620 2.0555 0.135
H 0.1721 -0.3580 -1.6300 0.195
H 1.9313 -0.3366 -1.2907 0.105
H 1.1062 1.1716 -1.7258 0.179
```

Summary:
2S+1: 1
Electronic energy, Ha: -307.508196
Charge: +1
Energy above the lowest of the compared OMol25 structures with the same formula, charge and spin, eV: 3.086
Orbital gap, eV: 9.7


[11]
ORCA calculation (ωB97M-V with the def2-TZVPD basis set) on a cluster of 2 separate species, C5H13N2 in total.

```
20
Properties=species:S:1:pos:R:3:lowdin_charge:R:1
C -2.1963 1.4881 -1.8619 0.069
C -1.3438 0.7960 -1.0592 -0.219
N -0.6482 1.3821 -0.0131 -0.072
C -0.2490 2.7565 -0.0973 -0.098
H -2.2752 2.5756 -1.7830 0.063
H -2.9139 0.9983 -2.5094 0.065
H -1.2660 -0.2867 -1.1553 0.091
H 0.1070 0.7189 0.2682 0.075
H 0.3889 3.0175 0.7486 0.089
H 0.3872 2.9635 -0.9926 0.111
H -1.1137 3.4501 -0.0666 0.104
C 1.1834 -2.6779 1.8646 -0.100
C 0.9581 -1.2136 -0.0045 0.143
N 1.8795 -2.0165 0.7962 -0.029
H 1.8589 -3.1612 2.5807 0.108
H 0.3934 -3.4024 1.5707 0.114
H 0.5932 -1.9281 2.3918 0.096
H 1.5950 -0.8952 -0.8427 0.111
H 0.1358 -1.9125 -0.1770 0.120
H 2.5257 -2.6524 0.3419 0.162
```

Summary:
2S+1: 1
Electronic energy, Ha: -307.373274
Charge: +1
Energy above the lowest of the compared OMol25 structures with the same formula, charge and spin, eV: 6.758
Orbital gap, eV: 4.1


[12]
ORCA calculation (ωB97M-V with the def2-TZVPD basis set) on a structure of composition C5H13N2.

```
20
Properties=species:S:1:pos:R:3:lowdin_charge:R:1
C 1.4701 -0.8695 0.9526 -0.150
C 0.0393 -1.3452 0.5808 -0.115
C -0.6340 -0.6696 -0.5939 -0.319
C -1.5348 -1.2094 -1.3874 0.124
C -1.1151 1.8484 -0.4896 -0.003
N -0.1760 0.6983 -0.7602 -0.045
N 1.5288 0.6446 1.0886 0.065
H 1.7137 -1.3288 1.8962 0.119
H 2.1621 -1.1599 0.1770 0.123
H -0.5658 -1.2546 1.4882 0.130
H 0.1398 -2.4071 0.3687 0.128
H -1.9689 -0.5497 -2.1280 0.086
H -1.7133 -2.2689 -1.3414 0.088
H -1.8571 1.9113 -1.2747 0.088
H -1.6527 1.6105 0.4269 0.104
H -0.5471 2.7727 -0.4662 0.098
H 0.2566 0.9410 -1.6420 0.164
H 2.4310 1.0139 0.8130 0.129
H 1.4558 0.8348 2.0766 0.124
H 0.5678 0.7873 0.2149 0.062
```

Summary:
2S+1: 1
Electronic energy, Ha: -307.546106
Charge: +1
Energy above the lowest of the compared OMol25 structures with the same formula, charge and spin, eV: 2.055
Orbital gap, eV: 11.3